No. 1
{"formula": "C7H22O4", "method": "the ωB97M-V functional and the def2-TZVPD basis", "e_above_lowest_kcal_mol": 0.0, "total_energy_ha": -580.82038, "total_charge": 0, "smiles": "C=C(CC)CCC.O.O.O.O", "symbols": ["C", "C", "C", "C", "C", "C", "C", "H", "H", "H", "H", "H", "H", "H", "H", "H", "H", "H", "H", "H", "H", "O", "H", "H", "O", "H", "H", "O", "H", "H", "O", "H", "H"], "positions_angstrom": [[0.555939, 1.908200, 0.125952], [-0.334882, 0.922028, 0.094875], [-0.604404, 0.098751, 1.353822], [-1.619523, 0.564040, 2.426443], [-1.062207, 0.388006, -1.122671], [-0.149506, -0.560987, -1.916758], [-1.010153, -1.167570, -3.028840], [0.764060, 2.402563, -0.820750], [1.318557, 2.082769, 0.874892], [0.331617, 0.025778, 1.911703], [-0.879328, -0.913501, 1.078914], [-2.640178, 0.231221, 2.248441], [-1.350337, 0.340866, 3.455232], [-1.602194, 1.652404, 2.364766], [-1.333551, 1.196609, -1.799586], [-1.910765, -0.196714, -0.790312], [0.260182, -1.419299, -1.386421], [0.720993, -0.024840, -2.301024], [-1.567637, -0.453808, -3.646649], [-1.818220, -1.793009, -2.645934], [-0.411498, -1.722423, -3.755240], [-2.429037, 3.108217, 0.500045], [-1.569855, 3.479832, 0.699558], [-2.497314, 2.302933, 0.988966], [2.992524, -1.476211, -0.799816], [2.958082, -0.565415, -1.108974], [3.707167, -1.470899, -0.158856], [3.156802, -0.330929, 2.060407], [2.837656, -1.224904, 1.889731], [2.620561, 0.181361, 1.447788], [0.945238, -2.540303, 0.974199], [1.540302, -2.458777, 0.222369], [0.080910, -2.565991, 0.563727]], "forces_ev_per_a": [[0.633, -0.317, -1.546], [-0.630, -0.824, 1.422], [0.551, -0.395, 0.957], [-0.021, 1.180, -0.921], [1.397, 0.436, 0.430], [-0.815, -0.255, -0.757], [-0.046, 0.128, -0.974], [-0.061, 0.267, 0.069], [-0.548, 0.081, 0.547], [0.106, -0.181, -0.217], [0.094, -0.093, -0.148], [-0.065, -0.064, -0.065], [0.205, -0.418, -0.134], [-0.211, 0.117, 0.456], [-0.345, -0.026, 0.054], [-0.499, 0.216, -0.091], [-0.059, 0.244, 0.592], [-0.153, 0.117, -0.157], [0.334, 0.435, 0.245], [0.314, -0.309, 0.257], [-0.046, -0.276, 0.230], [-0.596, 1.008, -0.721], [0.236, -0.138, 0.067], [0.034, -0.627, 0.426], [-0.016, -0.057, -0.149], [-0.141, 0.010, -0.065], [0.250, 0.001, 0.144], [0.083, -0.135, -0.241], [-0.175, -0.089, 0.299], [-0.083, 0.193, 0.006], [0.203, -0.281, 0.133], [0.308, 0.148, -0.222], [-0.237, -0.095, 0.075]]}


No. 2
{"formula": "C7H23AgN3O5", "method": "the ωB97M-V functional and the def2-TZVPD basis", "e_above_lowest_kcal_mol": 0.0, "total_energy_ha": -967.91157, "total_charge": -1, "symbols": ["Ag", "O", "H", "O", "H", "C", "C", "O", "H", "H", "H", "H", "H", "H", "C", "O", "N", "N", "H", "H", "H", "H", "C", "C", "C", "O", "C", "N", "H", "H", "H", "H", "H", "H", "H", "H", "H", "H", "H"], "positions_angstrom": [[-0.134775, -0.727039, 0.697003], [0.353764, -2.649046, 2.114217], [0.792020, -2.441249, 2.944670], [0.646816, -2.256988, -1.031427], [0.434574, -2.613165, -1.896392], [3.339869, 0.139517, -3.883522], [2.353092, -0.800934, -3.250676], [2.325744, -0.533671, -1.865518], [3.059072, 1.175515, -3.710457], [3.449310, -0.083857, -4.949212], [4.331410, -0.054333, -3.462765], [2.468245, -1.864832, -3.487814], [1.334306, -0.634669, -3.639918], [1.666691, -1.181214, -1.442915], [2.549834, 1.799593, 0.970625], [1.500601, 1.214253, 1.224636], [3.100411, 2.743445, 1.803096], [3.219585, 1.583337, -0.198237], [4.024356, 3.069284, 1.603261], [2.492361, 3.242529, 2.420461], [2.949996, 0.812095, -0.816226], [4.101719, 1.979906, -0.464885], [-3.948174, -1.067921, 0.000309], [-3.341421, 0.308170, 0.194212], [-3.105852, 0.677871, 1.657341], [-2.242116, -0.335655, 2.167058], [-2.209552, -0.530962, 3.554010], [-2.042669, 0.361021, -0.506892], [-4.922527, -1.124535, 0.488216], [-3.280519, -1.870305, 0.309924], [-4.098525, -1.199662, -1.075204], [-4.056590, 1.074976, -0.144881], [-4.058121, 0.677417, 2.210970], [-2.612538, 1.625447, 1.917277], [-1.867468, 0.348408, 4.113617], [-1.400151, -1.264287, 3.673792], [-3.105552, -0.984507, 3.986199], [-2.194523, 0.043442, -1.469018], [-1.872690, 1.342597, -0.754925]], "forces_ev_per_a": [[0.502, -1.467, 0.155], [-0.456, 0.746, -0.070], [0.105, 0.125, 0.076], [0.368, 0.713, -0.198], [-0.329, -0.055, -0.114], [0.605, -0.811, -0.437], [-1.405, 0.365, 0.749], [1.008, 0.432, -0.668], [-0.006, 0.054, -0.077], [-0.193, 0.315, -0.097], [-0.044, 0.205, 0.172], [0.809, -0.051, 0.204], [0.046, 0.375, -0.223], [-0.842, -1.059, 0.448], [-0.550, -0.685, -0.956], [0.403, 0.781, 0.230], [0.180, -0.172, -0.002], [0.210, -0.302, -0.296], [-0.023, 0.361, 0.083], [0.053, -0.071, 0.189], [-0.479, -0.244, 0.223], [0.036, 0.380, 0.527], [-0.061, 0.155, -0.328], [0.341, 0.854, 0.516], [0.511, -1.306, 1.215], [-0.885, 0.193, -0.035], [1.378, -0.662, 0.139], [-0.604, 1.189, -1.313], [0.072, -0.185, 0.086], [0.009, 0.132, 0.306], [-0.173, -0.053, 0.014], [0.052, -0.126, -0.412], [-0.078, -0.119, -0.155], [-0.180, 0.293, -0.839], [-0.417, 0.273, -0.083], [-0.151, -0.043, -0.013], [-0.362, 0.329, -0.181], [0.190, -0.794, 0.392], [0.363, -0.066, 0.775]]}


No. 3
{"formula": "C7H23BrN7O4", "method": "the ωB97M-V functional and the def2-TZVPD basis", "e_above_lowest_kcal_mol": 31.1, "total_energy_ha": -3538.99453, "total_charge": -1, "symbols": ["Br", "C", "O", "N", "N", "H", "H", "H", "H", "C", "O", "N", "N", "H", "H", "H", "H", "C", "O", "N", "N", "H", "H", "H", "H", "C", "C", "C", "O", "C", "N", "H", "H", "H", "H", "H", "H", "H", "H", "H", "H", "H"], "positions_angstrom": [[7.541661, -16.580870, 0.026066], [3.733877, -18.204611, -0.950961], [3.405976, -17.194980, -0.355352], [2.887459, -18.825299, -1.830894], [4.948347, -18.792463, -0.767470], [3.235929, -19.641426, -2.299793], [1.957195, -18.503596, -1.997384], [5.246867, -19.587296, -1.300365], [5.644080, -18.243639, -0.265706], [5.049960, -16.226190, 4.188300], [4.136145, -15.850433, 3.491702], [4.906486, -16.439271, 5.542820], [6.295486, -16.513736, 3.710543], [4.108497, -16.053917, 6.006171], [5.677590, -16.819676, 6.056496], [6.956022, -16.976540, 4.301799], [6.368602, -16.490348, 2.700594], [9.264284, -20.139202, -0.802505], [9.629393, -21.256443, -1.167052], [8.777473, -19.217756, -1.654897], [9.323134, -19.719223, 0.480736], [8.663803, -19.536994, -2.599435], [8.415803, -18.301928, -1.406585], [8.887751, -18.822070, 0.660885], [9.528679, -20.340679, 1.235429], [4.168800, -11.815370, -0.355646], [4.959782, -13.069555, -0.737013], [6.409366, -12.748713, -1.087497], [7.052583, -12.298171, 0.084262], [8.467729, -12.320140, 0.028796], [4.878576, -14.067867, 0.369869], [4.126034, -11.141090, -1.215387], [4.666799, -11.256955, 0.442484], [3.190875, -12.110105, 0.018251], [4.412399, -13.496248, -1.581874], [6.396809, -11.913864, -1.813556], [6.943880, -13.598426, -1.522288], [8.820910, -11.341637, -0.318411], [8.778188, -13.160218, -0.595072], [8.848336, -12.460253, 1.040716], [5.619117, -14.720036, 0.085628], [5.346619, -13.592911, 1.143244]], "forces_ev_per_a": [[0.139, 0.005, 0.188], [-0.186, 0.956, 0.672], [-0.123, -0.075, -0.141], [0.568, -0.957, -0.471], [0.040, -0.158, 0.136], [-0.385, -0.016, -0.178], [-0.003, 0.209, 0.159], [0.116, 0.062, -0.045], [-0.063, -0.050, -0.231], [-0.120, -0.325, -0.051], [-0.208, 0.391, 0.032], [0.282, -0.175, 0.063], [-0.463, 0.330, -0.164], [-0.049, -0.060, 0.030], [-0.136, 0.180, 0.333], [0.278, -0.084, -0.329], [0.436, -0.227, 0.034], [0.232, -0.835, 0.130], [-0.014, -0.047, -0.017], [-0.259, 0.244, -1.163], [-0.164, 0.930, 0.390], [0.067, 0.035, -0.001], [0.031, -0.088, 0.347], [0.036, -0.022, 0.371], [0.025, -0.226, -0.141], [0.658, 0.073, 0.139], [-0.666, -0.275, 0.976], [-0.375, 0.881, -0.427], [0.178, -0.171, 0.448], [-0.673, 0.145, 0.107], [1.009, 0.816, -0.939], [-0.362, -0.015, 0.027], [0.061, -0.131, 0.040], [-0.150, 0.091, -0.251], [0.450, -0.155, -0.249], [0.186, -0.214, -0.183], [-0.116, -0.153, 0.087], [0.260, -0.208, -0.336], [0.370, 0.159, -0.040], [-0.067, -0.110, 0.013], [-0.575, -0.607, 0.422], [-0.266, -0.120, 0.216]]}